A molecular structure, C19H31N7O4PtS at a distorted geometry, computed with wB97M-V/def2-TZVPD.

Values from the calculation:
DFT total energy ... -1943.7190 hartree
Orbital gap (spin up / spin down) ... 7.1162 / 7.4469 eV

```
! RIJCOSX wB97M-V def2-TZVPD def2/J DEFGRID3
* xyz 2 1
Pt 0.48171 0.66263 -0.10745
C -0.38527 -2.01885 1.32338
C -1.04246 -0.82817 1.99848
N -0.14099 0.35302 2.09248
C -0.89679 1.55749 2.47030
C -1.65078 2.08742 1.27991
C -2.61206 3.06570 1.40691
C -3.24804 3.53700 0.26941
C -2.92056 3.00236 -0.96528
C -1.95422 2.02210 -1.03676
C -1.54231 1.41104 -2.34820
N -0.67367 0.24953 -2.11858
C -1.47947 -0.94448 -1.75132
C -0.62848 -2.07919 -1.21925
N 0.13606 -1.69564 -0.01922
N -1.33077 1.57680 0.07132
H -1.08487 -2.85667 1.29228
H 0.46364 -2.34570 1.92795
H -1.37659 -1.12315 2.99604
H -1.92608 -0.51555 1.44216
H 0.59751 0.17806 2.76599
H -0.21086 2.31547 2.84756
H -1.60997 1.33928 3.27044
H -2.85524 3.45503 2.38692
H -3.99627 4.31513 0.34613
H -3.41058 3.34018 -1.86955
H -1.02276 2.14694 -2.96156
H -2.44596 1.12263 -2.89372
H -0.12444 0.05444 -2.94862
H -2.04324 -1.29642 -2.61853
H -2.20602 -0.62416 -1.00301
H 0.10129 -2.35819 -1.98205
H -1.24809 -2.95991 -1.03741
H 1.05263 -2.11287 -0.10056
C 7.90362 5.10104 -3.42465
C 6.82650 4.39650 -2.59349
S 7.57988 3.42259 -1.34498
O 8.19500 4.30176 -0.39115
O 8.31236 2.35281 -1.97966
C 6.22993 2.63761 -0.50039
C 5.84482 1.32494 -1.16294
N 4.60407 0.76174 -0.55017
C 3.34576 1.06791 -0.91393
N 2.47755 0.32780 -0.20955
C 3.20734 -0.46417 0.64273
C 4.50644 -0.19300 0.43686
N 5.61204 -0.76168 1.18983
O 5.30847 -1.65841 1.94189
O 6.69222 -0.22177 1.10411
C 2.98765 2.07060 -1.95026
H 7.42735 5.69904 -4.19893
H 8.56271 4.37792 -3.90169
H 8.50171 5.76099 -2.79899
H 6.22804 3.71810 -3.20953
H 6.17621 5.10876 -2.08127
H 5.39874 3.34349 -0.43501
H 6.62173 2.46728 0.50444
H 6.62952 0.59614 -1.02374
H 5.67428 1.40671 -2.23265
H 2.78076 -1.16967 1.33454
H 3.86489 2.41633 -2.48993
H 2.51127 2.94037 -1.49794
H 2.29915 1.62936 -2.67081
*
```